# 1
{
  "formula": "C18H22N4O3S2",
  "method": "ωB97M-V/def2-TZVPD",
  "symbols": ["C", "C", "H", "H", "O", "C", "O", "N", "C", "H", "C", "N", "C", "O", "C", "H", "H", "S", "C", "N", "C", "N", "S", "C", "C", "C", "C", "C", "C", "H", "H", "H", "C", "H", "H", "H", "H", "C", "H", "C", "H", "H", "H", "H", "H", "H", "H", "H", "H"],
  "coordinates": [[-2.195, 4.136, -4.028], [-1.907, 4.910, -2.750], [-2.838, 5.302, -2.328], [-1.206, 5.727, -2.932], [-1.265, 4.091, -1.772], [-2.079, 3.293, -1.048], [-3.284, 3.298, -1.127], [-1.382, 2.464, -0.229], [0.036, 2.574, 0.027], [0.493, 3.214, -0.724], [0.259, 3.146, 1.432], [-0.429, 2.313, 2.401], [0.302, 1.585, 3.267], [1.512, 1.697, 3.354], [-0.421, 0.593, 4.165], [-1.225, 1.058, 4.735], [0.313, 0.166, 4.849], [-1.203, -0.770, 3.230], [0.154, -1.435, 2.393], [0.010, -2.347, 1.488], [1.221, -2.734, 1.020], [2.276, -2.142, 1.535], [1.854, -1.045, 2.652], [1.332, -3.756, -0.005], [2.585, -4.134, -0.484], [2.704, -5.111, -1.459], [1.548, -5.709, -1.952], [0.300, -5.337, -1.481], [0.183, -4.362, -0.509], [-0.780, -4.060, -0.131], [-0.586, -5.812, -1.876], [1.630, -6.472, -2.713], [4.050, -5.534, -1.962], [4.028, -5.691, -3.039], [4.344, -6.473, -1.494], [4.804, -4.787, -1.729], [3.460, -3.650, -0.078], [-1.851, 2.227, 2.152], [-2.349, 1.601, 2.889], [-2.092, 1.665, 0.743], [-3.154, 1.695, 0.498], [-1.733, 0.632, 0.688], [-2.269, 3.239, 2.208], [1.320, 3.154, 1.684], [-0.142, 4.163, 1.488], [0.478, 1.573, -0.032], [-2.623, 4.805, -4.769], [-2.904, 3.337, -3.823], [-1.279, 3.705, -4.423]],
  "forces_ev_per_a": [[0.13, 0.04, 0.41], [-0.37, 0.21, -0.33], [0.20, 0.01, -0.05], [-0.10, -0.08, 0.05], [0.14, -0.19, 0.18], [0.18, -0.08, -0.01], [-0.41, 0.17, -0.15], [0.10, -0.03, -0.06], [0.29, 0.29, 0.11], [0.01, -0.11, 0.08], [0.40, -0.06, -0.31], [-0.03, 0.28, -0.15], [-0.13, 0.06, 0.36], [0.22, 0.05, 0.22], [0.05, -0.48, -0.27], [-0.02, -0.04, 0.01], [-0.07, 0.18, 0.00], [-0.31, 0.18, 0.37], [0.97, 0.45, 0.36], [-0.77, 0.04, 0.10], [0.72, 0.69, 0.65], [0.44, -0.58, -0.47], [-0.93, -0.37, -0.30], [-0.02, -0.51, -0.51], [-0.21, 0.00, 0.01], [-0.05, 0.03, -0.01], [-0.02, 0.05, 0.05], [-0.01, -0.10, -0.09], [0.15, 0.14, 0.13], [-0.08, 0.01, 0.01], [-0.07, -0.03, -0.03], [0.01, -0.07, -0.09], [-0.01, -0.06, 0.04], [0.06, -0.01, -0.07], [0.09, -0.05, -0.01], [0.09, 0.02, -0.02], [0.11, 0.04, 0.02], [-0.32, -0.23, -0.24], [0.02, 0.11, -0.01], [-0.38, 0.03, 0.17], [0.12, -0.06, 0.05], [-0.03, 0.06, 0.05], [-0.03, -0.08, 0.03], [-0.16, 0.06, -0.04], [0.02, -0.02, -0.02], [0.04, 0.07, 0.02], [-0.05, 0.06, -0.12], [-0.07, -0.04, -0.04], [0.07, -0.02, -0.09]],
  "e_above_lowest_ev": 0.0000,
  "total_charge": 0,
  "max_force_ev_per_a": 1.19,
  "homo_ev": -8.402,
  "orbital_gap_ev": 8.78,
  "total_energy_ev": -52797.99449
}



# 2
{
  "formula": "C5H12N2O",
  "method": "ωB97M-V/def2-TZVPD",
  "symbols": ["N", "C", "C", "C", "N", "C", "C", "O", "H", "H", "H", "H", "H", "H", "H", "H", "H", "H", "H", "H"],
  "coordinates": [[2.084, 0.629, -1.358], [0.860, 0.450, -0.626], [-0.011, 1.738, -0.692], [0.974, 0.261, 0.917], [-0.074, -0.381, 1.562], [-0.721, -1.590, 1.052], [-1.852, -1.266, 0.069], [1.784, 0.932, 1.510], [1.988, 0.704, -2.354], [2.896, 1.088, -0.982], [0.358, -0.384, -1.094], [-1.052, 1.530, -0.494], [0.026, 2.234, -1.667], [0.395, 2.522, -0.059], [0.037, -0.429, 2.566], [-1.150, -2.125, 1.924], [-0.019, -2.260, 0.543], [-1.712, -0.430, -0.616], [-1.968, -2.050, -0.699], [-2.843, -1.172, 0.499]],
  "forces_ev_per_a": [[0.77, -0.94, 0.36], [-0.28, 1.04, 0.25], [0.01, 0.20, -0.77], [-0.39, 0.52, -0.82], [0.62, -0.60, 0.02], [-0.77, 0.24, -0.54], [-0.53, -0.82, -1.34], [0.48, -0.21, 0.49], [-0.09, 0.13, 0.05], [-0.38, 0.20, 0.33], [-0.37, -0.20, -0.02], [-0.29, 0.17, 0.44], [0.06, -0.59, -0.29], [-0.08, -0.22, 0.57], [0.30, 0.44, -0.09], [0.37, 0.24, -0.56], [0.11, 0.10, 0.29], [0.34, 0.39, 0.65], [0.11, -0.32, 0.57], [0.00, 0.22, 0.42]],
  "e_above_lowest_ev": 1.3555,
  "total_charge": 0,
  "max_force_ev_per_a": 1.66,
  "homo_ev": -8.744,
  "orbital_gap_ev": 9.67,
  "total_energy_ev": -10407.06847
}



# 3
{
  "formula": "C44H34O2P3S2Sn",
  "method": "ωB97M-V/def2-TZVPD",
  "symbols": ["Sn", "S", "P", "C", "P", "S", "C", "C", "C", "C", "C", "C", "C", "C", "C", "C", "C", "C", "C", "C", "C", "C", "C", "C", "C", "C", "C", "C", "C", "C", "H", "H", "H", "H", "H", "H", "H", "H", "H", "H", "H", "H", "H", "H", "H", "H", "H", "H", "H", "H", "O", "C", "O", "C", "C", "C", "C", "C", "C", "P", "C", "C", "C", "C", "C", "C", "C", "C", "C", "C", "C", "C", "H", "H", "H", "H", "H", "H", "H", "H", "H", "H", "H", "H", "H", "H"],
  "coordinates": [[0.125, 1.019, -1.770], [-1.881, 0.170, -0.105], [-1.372, -1.706, -0.736], [-0.036, -1.807, -1.731], [1.502, -1.729, -1.105], [2.007, 0.076, -0.265], [2.696, -2.031, -2.448], [2.243, -2.403, -3.706], [3.150, -2.651, -4.730], [4.511, -2.530, -4.495], [4.968, -2.152, -3.237], [4.064, -1.900, -2.219], [1.991, -3.017, 0.104], [2.039, -2.761, 1.469], [2.329, -3.783, 2.363], [2.582, -5.065, 1.900], [2.537, -5.328, 0.536], [2.238, -4.310, -0.355], [-2.831, -2.370, -1.611], [-4.092, -2.328, -1.021], [-5.190, -2.853, -1.682], [-5.037, -3.420, -2.943], [-3.784, -3.459, -3.536], [-2.681, -2.938, -2.869], [-1.344, -2.777, 0.752], [-1.486, -2.280, 2.040], [-1.404, -3.135, 3.134], [-1.175, -4.489, 2.945], [-1.027, -4.992, 1.658], [-1.113, -4.141, 0.568], [1.173, -2.485, -3.860], [2.792, -2.934, -5.712], [5.219, -2.721, -5.292], [6.030, -2.044, -3.055], [4.414, -1.582, -1.243], [1.846, -1.756, 1.827], [2.354, -3.575, 3.426], [2.812, -5.861, 2.599], [2.734, -6.328, 0.169], [2.198, -4.516, -1.419], [-4.209, -1.870, -0.045], [-6.168, -2.818, -1.218], [-5.897, -3.827, -3.461], [-3.663, -3.896, -4.520], [-1.690, -2.954, -3.306], [-1.660, -1.220, 2.181], [-1.516, -2.737, 4.136], [-1.102, -5.153, 3.798], [-0.834, -6.046, 1.504], [-0.985, -4.529, -0.436], [1.647, 2.947, -1.363], [1.605, 4.003, -2.083], [2.068, 4.166, -3.207], [0.879, 5.161, -1.416], [1.090, 6.450, -1.893], [0.460, 7.533, -1.306], [-0.410, 7.326, -0.244], [-0.644, 6.042, 0.224], [0.004, 4.943, -0.346], [-0.336, 3.229, 0.222], [-1.872, 3.495, 1.208], [-1.906, 3.815, 2.564], [-3.116, 4.004, 3.218], [-4.312, 3.880, 2.522], [-4.291, 3.561, 1.172], [-3.079, 3.364, 0.525], [0.873, 2.925, 1.552], [1.996, 3.720, 1.748], [2.904, 3.412, 2.752], [2.697, 2.307, 3.566], [1.582, 1.504, 3.367], [0.679, 1.806, 2.360], [1.757, 6.566, -2.738], [0.640, 8.535, -1.677], [-0.916, 8.164, 0.222], [-1.340, 5.900, 1.040], [-0.979, 3.918, 3.115], [-3.125, 4.249, 4.273], [-5.256, 4.022, 3.033], [-5.218, 3.448, 0.624], [-3.068, 3.086, -0.523], [2.169, 4.574, 1.105], [3.781, 4.033, 2.892], [3.409, 2.065, 4.346], [1.424, 0.628, 3.985], [-0.174, 1.160, 2.180]],
  "forces_ev_per_a": [[0.06, 0.01, 0.03], [0.02, 0.04, 0.02], [0.05, -0.03, -0.04], [-0.04, 0.00, 0.09], [-0.08, -0.05, -0.02], [-0.02, 0.06, -0.04], [0.04, 0.00, 0.00], [0.01, 0.00, -0.02], [0.01, 0.00, 0.03], [-0.01, 0.00, -0.02], [0.00, 0.00, 0.03], [-0.01, 0.01, -0.02], [0.01, -0.01, 0.00], [-0.02, -0.01, -0.01], [0.00, 0.01, 0.01], [0.00, 0.00, 0.00], [0.00, 0.01, -0.01], [0.01, -0.01, 0.02], [0.00, -0.02, -0.04], [0.00, 0.00, -0.01], [0.00, 0.01, 0.02], [0.01, 0.00, -0.01], [0.00, 0.00, 0.01], [-0.01, 0.00, 0.01], [0.01, -0.03, -0.02], [-0.01, 0.00, 0.01], [0.00, 0.01, 0.00], [0.01, 0.01, -0.01], [0.00, 0.01, -0.01], [0.01, -0.02, 0.03], [0.00, 0.00, 0.00], [0.00, 0.00, 0.00], [0.00, 0.00, 0.00], [0.00, 0.00, 0.00], [0.00, 0.00, 0.00], [0.00, 0.01, -0.01], [0.00, 0.00, 0.00], [0.00, 0.00, 0.00], [0.00, 0.00, 0.00], [0.00, 0.00, 0.00], [0.00, 0.00, 0.00], [0.00, 0.00, 0.00], [0.00, 0.00, 0.00], [0.00, 0.00, 0.00], [0.00, 0.00, 0.00], [0.01, 0.00, -0.01], [0.00, 0.00, 0.00], [0.00, 0.00, 0.00], [0.00, 0.00, 0.00], [0.00, 0.01, -0.01], [-0.05, -0.01, 0.00], [0.04, -0.02, -0.01], [0.01, 0.00, -0.02], [-0.03, 0.03, 0.06], [-0.01, -0.03, 0.00], [-0.01, 0.01, 0.01], [0.00, 0.02, 0.00], [0.02, -0.03, -0.01], [0.03, 0.05, -0.05], [-0.08, -0.05, 0.00], [0.03, 0.01, 0.04], [0.00, -0.01, -0.01], [-0.02, 0.00, -0.01], [0.01, 0.00, 0.00], [0.01, 0.00, 0.00], [-0.01, -0.01, -0.01], [0.02, 0.03, 0.01], [0.01, -0.02, 0.01], [0.00, -0.01, 0.00], [0.00, 0.02, -0.01], [-0.03, -0.01, -0.01], [0.03, 0.01, 0.02], [0.00, -0.01, 0.00], [0.00, 0.00, 0.01], [0.00, 0.00, 0.00], [0.00, -0.01, 0.00], [0.01, 0.00, 0.00], [0.00, 0.00, 0.00], [0.00, 0.00, 0.00], [0.00, 0.00, 0.00], [0.00, 0.00, 0.00], [0.00, 0.00, 0.00], [0.00, 0.00, 0.00], [0.00, 0.00, 0.00], [0.00, 0.00, 0.00], [0.00, 0.00, 0.00]],
  "e_above_lowest_ev": 0.0000,
  "total_charge": -1,
  "max_force_ev_per_a": 0.10,
  "homo_ev": -4.508,
  "orbital_gap_ev": 7.05,
  "total_energy_ev": -105648.09685
}